No. 1
The following is a quantum chemistry calculation of a 3-piece molecular cluster, CH3ClN2 overall in a non-equilibrium geometry, from the Open Molecules 2025 dataset.

Its LUMO energy is 0.296 eV. For the max |F|, the calculation gives 2.97 eV/Å. The molar mass is 78.50 g mol⁻¹. The total energy is -16584.692 eV. As for the spin multiplicity: 1. The calculation puts the energy relative to the best compared isomer or geometry (same formula, charge and spin) at 410.9 kJ/mol.

Geometry (Å):
C1 1.5633 -1.2905 0.0161
N1 0.5092 -1.8938 -0.0385
N2 2.6480 -0.8130 -0.0058
Cl1 3.5079 0.6042 -0.0206
H1 0.6580 0.9674 -0.3774
H2 0.2237 -2.7397 0.4882
H3 1.3265 1.4872 -0.3559

Forces on the atoms, in the same order (eV/Å):
C -1.7 -0.9 0.7
N -0.5 -1.0 0.1
N 2.5 0.7 -0.6
Cl -0.2 -0.5 0.3
H 2.0 1.9 0.0
H 0.5 1.3 -0.4
H -2.5 -1.6 -0.1

Results of the Löwdin charge analysis, in e, for atoms 1 through 5: number 1, C, carries -0.471; number 2, N, carries 0.128; number 3, N, carries -0.416; number 4, Cl, carries 0.617; number 5, H, carries 0.049


No. 2
The following is a quantum chemistry calculation of a 2-piece molecular cluster, C3H9N2O overall, from the Open Molecules 2025 dataset.

Its LUMO energy is 4.325 eV. For the max |F|, the calculation gives 0.45 eV/Å. The molar mass is 89.12 g mol⁻¹. The total charge is -1. The total energy is -8283.686 eV. As for the spin multiplicity: 1. The calculation puts the energy relative to the best compared isomer or geometry (same formula, charge and spin) at 121.1 kJ/mol.

Geometry (Å):
C1 -2.1473 0.7062 0.6905
C2 -1.2350 1.3062 -1.3408
N1 -2.2462 1.4223 -0.5866
H1 -1.2100 0.9309 1.2039
H2 -2.1429 -0.3725 0.5413
H3 -2.9805 0.9974 1.3306
H4 -1.3018 1.8201 -2.3034
H5 -0.3410 0.7007 -1.0861
N2 2.5166 -1.8924 0.7729
C3 2.0311 -0.5565 0.3075
O1 0.7570 -0.5225 -0.0930
H6 2.0667 -2.0820 1.6614
H7 2.1172 -2.5639 0.1256
H8 2.2312 0.1287 1.1676
H9 2.7588 -0.2633 -0.4839

Forces on the atoms, in the same order (eV/Å):
C 0.2 0.2 0.1
C 0.0 -0.1 -0.1
N 0.0 -0.1 0.1
H 0.0 0.0 -0.1
H -0.1 -0.1 0.0
H -0.1 -0.1 0.0
H 0.1 0.0 0.0
H -0.1 0.1 0.1
N 0.4 0.0 0.2
C -0.3 0.1 -0.1
O -0.1 0.0 0.0
H -0.2 0.0 0.0
H -0.1 0.0 -0.1
H 0.2 0.0 0.1
H 0.0 0.0 -0.1

Results of the Löwdin charge analysis, in e, for atoms 1 through 5: number 1, C, carries -0.183; number 2, C, carries -0.106; number 3, N, carries -0.112; number 4, H, carries 0.063; number 5, H, carries 0.067


No. 3
The following is a quantum chemistry calculation of one molecule with the formula C18H21N3O5S, from the Open Molecules 2025 dataset.

Its LUMO energy is 0.472 eV. For the max |F|, the calculation gives 0.98 eV/Å. As for the structure (SMILES): COC(=O)[C@H](Cc1ccccc1)NC(=O)NCc1ccc(S(N)(=O)=O)cc1. The molar mass is 391.45 g mol⁻¹. The total energy is -44550.991 eV. As for the spin multiplicity: 1. The calculation puts the energy relative to the best compared isomer or geometry (same formula, charge and spin) at 53.7 kJ/mol.

Geometry (Å):
C1 -2.5790 -0.9725 -2.5709
O1 -1.1874 -1.0404 -2.8570
C2 -0.3683 -0.7021 -1.8733
O2 -0.7241 -0.4669 -0.7417
C3 1.0932 -0.7634 -2.3200
C4 1.7744 -2.0229 -1.7464
C5 1.7794 -2.0050 -0.2423
C6 0.7132 -2.5309 0.4783
C7 0.6655 -2.4203 1.8563
C8 1.6953 -1.7908 2.5353
C9 2.7814 -1.2974 1.8345
C10 2.8228 -1.4048 0.4543
N1 1.7738 0.4359 -1.8736
C11 1.0344 1.5906 -1.8608
O3 -0.0348 1.6726 -2.4314
N2 1.6332 2.6497 -1.2173
C12 0.7339 3.6041 -0.5762
C13 -0.1427 2.8413 0.3889
C14 -1.5073 2.7156 0.1631
C15 -2.2537 1.8138 0.9008
C16 -1.6260 1.0382 1.8532
S1 -2.5139 -0.3259 2.5883
N3 -2.6698 -1.3843 1.2995
O4 -1.6847 -0.9463 3.5772
O5 -3.8440 0.0671 2.9532
C17 -0.2836 1.1842 2.1299
C18 0.4552 2.0976 1.4029
H1 -3.0897 -1.1431 -3.5149
H2 -2.8221 0.0144 -2.1734
H3 -2.8559 -1.7373 -1.8412
H4 1.1014 -0.7990 -3.4161
H5 1.2381 -2.8977 -2.1171
H6 2.7960 -2.0543 -2.1315
H7 -0.0852 -3.0357 -0.0466
H8 -0.1814 -2.8021 2.4042
H9 1.6493 -1.6977 3.6094
H10 3.6009 -0.8278 2.3600
H11 3.6937 -1.0450 -0.0810
H12 2.4444 0.2965 -1.1315
H13 2.4465 2.4126 -0.6678
H14 1.3398 4.3642 -0.0805
H15 0.1274 4.0701 -1.3542
H16 -1.9722 3.2925 -0.6216
H17 -3.3115 1.6853 0.7298
H18 -1.8417 -1.3582 0.7183
H19 -3.4886 -1.1392 0.7654
H20 0.1616 0.5578 2.8855
H21 1.5129 2.2065 1.6001

Forces on the atoms, in the same order (eV/Å):
C -0.2 0.1 0.2
O 0.1 -0.2 -0.4
C 0.1 -0.1 0.3
O 0.0 0.0 -0.3
C -0.2 0.2 -0.3
C -0.1 0.2 0.1
C 0.2 -0.2 0.0
C 0.2 -0.1 0.1
C 0.0 -0.1 -0.1
C 0.1 0.0 0.1
C 0.0 0.1 0.1
C 0.0 -0.1 0.0
N 0.1 -0.4 0.0
C 0.6 0.2 -0.2
O -0.3 0.2 -0.1
N 0.3 0.2 0.0
C -0.2 -0.1 -0.1
C -0.1 0.0 0.1
C 0.0 0.0 0.2
C -0.1 0.1 0.0
C -0.2 -0.4 0.3
S -0.3 -0.3 -0.3
N 0.0 0.3 0.9
O 0.3 0.1 -0.2
O 0.0 0.2 -0.3
C 0.1 0.0 0.1
C -0.2 0.1 0.0
H 0.0 0.0 0.1
H 0.0 -0.1 0.0
H 0.0 0.0 -0.1
H 0.0 -0.1 0.2
H 0.1 0.0 0.0
H 0.0 -0.1 0.0
H -0.1 0.0 -0.1
H -0.1 -0.1 0.1
H 0.0 0.0 0.1
H 0.1 0.0 0.1
H 0.1 0.0 -0.1
H -0.2 0.1 0.0
H -0.1 0.0 -0.1
H 0.0 0.0 -0.1
H 0.1 0.1 0.1
H 0.0 0.0 -0.1
H -0.1 0.0 -0.1
H 0.2 0.0 -0.2
H -0.2 0.1 -0.1
H 0.1 0.0 0.1
H 0.1 0.0 0.0

Results of the Löwdin charge analysis, in e, for atoms 1 through 5: number 1, C, carries -0.025; number 2, O, carries -0.009; number 3, C, carries -0.475; number 4, O, carries 0.089; number 5, C, carries -0.191


No. 4
The following is a quantum chemistry calculation of a 2-piece molecular cluster, C6H9N2O2 overall in a non-equilibrium geometry, from the Open Molecules 2025 dataset.

Its LUMO energy is 3.421 eV. For the max |F|, the calculation gives 11.45 eV/Å. The molar mass is 141.15 g mol⁻¹. The total charge is -1. The total energy is -13442.986 eV. As for the spin multiplicity: 1. The calculation puts the energy relative to the best compared isomer or geometry (same formula, charge and spin) at 268.0 kJ/mol.

Geometry (Å):
C1 1.5085 -1.2247 2.4296
C2 2.4010 -0.0761 1.6545
O1 2.2980 0.8824 2.4225
O2 2.9105 -0.1347 0.5341
H1 0.4565 -0.8465 2.2821
H2 1.8018 -1.2197 3.4759
H3 1.8032 -2.2151 2.0944
C3 -3.6158 0.1892 -2.1792
C4 -2.1999 0.0729 -1.5214
C5 -0.0738 0.6245 -1.3016
C6 -1.7282 -0.5427 -0.2603
N1 -1.1983 0.6990 -2.1745
N2 -0.3529 -0.1149 -0.1938
H4 0.9491 0.9960 -1.4431
H5 -3.4123 0.2159 -3.2577
H6 -4.0973 1.0140 -1.8466
H7 0.3524 -0.2460 0.3194
H8 -2.2132 -1.2449 0.3074
H9 -4.2000 -0.7813 -1.9349

Forces on the atoms, in the same order (eV/Å):
C 1.0 0.4 -1.5
C -1.6 -0.4 2.1
O 0.7 2.1 0.4
O -0.1 -1.0 -0.7
H 0.9 -1.1 0.3
H -0.2 0.5 0.1
H -0.9 -0.5 -0.5
C 2.6 -5.1 0.0
C 0.5 -1.1 2.1
C -3.1 -0.9 -1.4
C 1.8 3.8 -4.5
N 3.2 0.5 2.7
N -8.6 1.8 -7.3
H -0.7 -0.1 -0.1
H -0.3 0.1 0.3
H -1.6 2.6 1.0
H 6.5 -2.0 6.0
H -0.6 -1.3 1.7
H 0.6 1.7 -0.4

Results of the Löwdin charge analysis, in e, for atoms 1 through 5: number 1, C, carries -0.061; number 2, C, carries -0.810; number 3, O, carries -0.105; number 4, O, carries -0.079; number 5, H, carries 0.054


No. 5
The following is a quantum chemistry calculation of a 6-piece molecular cluster, C18H40B2NO19 overall, from the Open Molecules 2025 dataset.

Its LUMO energy is 1.680 eV. For the max |F|, the calculation gives 0.83 eV/Å. The molar mass is 596.13 g mol⁻¹. The total charge is -1. The total energy is -61065.421 eV. As for the spin multiplicity: 1. The calculation puts the energy relative to the best compared isomer or geometry (same formula, charge and spin) at 0.0 kJ/mol.

Geometry (Å):
C1 4.0981 -2.5911 -1.2130
C2 3.1294 -3.7573 -1.3943
O1 3.6563 -4.8801 -2.0782
B1 3.6152 -4.8206 -3.4914
O2 3.3314 -6.1220 -4.0558
N1 3.7588 -3.6730 -4.2733
C3 5.1802 -3.2539 -4.3253
B2 5.1039 -1.8870 -5.0834
O3 4.4469 -0.8201 -4.5021
O4 5.6435 -1.6937 -6.3731
H1 3.8569 -2.0480 -0.2955
H2 5.1260 -2.9534 -1.1712
H3 4.0321 -1.9214 -2.0710
H4 2.2274 -3.3934 -1.8961
H5 2.8278 -4.1162 -0.4026
H6 4.1228 -6.4025 -4.5176
H7 5.8094 -3.9465 -4.9142
H8 5.6617 -3.1146 -3.3363
H9 4.6677 0.0012 -4.9487
H10 4.9325 -1.7015 -7.0172
C4 -2.1982 0.6283 -2.7899
O5 -0.9260 -0.0087 -2.7577
C5 -0.5593 -0.5590 -3.9322
O6 -1.2266 -0.5176 -4.9367
O7 0.6253 -1.1081 -3.7776
C6 1.1839 -1.7353 -4.9531
H11 -2.3631 1.0219 -1.7897
H12 -2.2063 1.4435 -3.5125
H13 -2.9832 -0.0845 -3.0393
H14 1.2933 -0.9948 -5.7452
H15 0.5426 -2.5482 -5.2891
H16 2.1584 -2.1370 -4.6727
C7 0.4258 -0.3418 1.9057
O8 1.6851 -0.8112 2.3924
C8 2.2582 -0.0623 3.3220
O9 1.8329 0.9698 3.7836
O10 3.4078 -0.6407 3.6701
C9 4.1532 0.0675 4.6596
H17 0.1093 -1.0616 1.1575
H18 -0.3018 -0.3083 2.7153
H19 0.5290 0.6403 1.4475
H20 3.5822 0.1546 5.5827
H21 4.4238 1.0588 4.3001
H22 5.0498 -0.5202 4.8325
C10 -5.0968 4.5119 4.3353
O11 -3.6789 4.5177 4.5210
C11 -3.1050 3.3163 4.3834
O12 -3.6839 2.2922 4.1323
O13 -1.7991 3.4583 4.5759
C12 -1.0431 2.2422 4.4559
H23 -5.4237 5.5394 4.4710
H24 -5.3503 4.1758 3.3318
H25 -5.5776 3.8693 5.0706
H26 -1.1521 1.8285 3.4572
H27 -1.3727 1.5174 5.1982
H28 -0.0051 2.5022 4.6247
C13 -3.6559 -5.9664 -6.1555
O14 -2.8360 -6.6817 -5.2347
C14 -1.5214 -6.4271 -5.3707
O15 -1.0502 -5.6843 -6.1911
O16 -0.8683 -7.1300 -4.4617
C15 0.5650 -6.9341 -4.4508
H29 -4.6795 -6.2604 -5.9368
H30 -3.5421 -4.8918 -6.0205
H31 -3.4060 -6.2307 -7.1821
H32 0.8217 -5.9046 -4.2264
H33 0.9943 -7.2143 -5.4087
H34 0.9470 -7.5818 -3.6702
C16 -5.2835 10.6838 8.3310
O17 -4.3583 9.5966 8.3845
C17 -4.1831 8.9699 7.2181
O18 -4.7305 9.2525 6.1836
O19 -3.3078 7.9873 7.3998
C18 -3.0145 7.2300 6.2176
H35 -5.3232 11.0913 9.3369
H36 -4.9400 11.4467 7.6347
H37 -6.2704 10.3342 8.0330
H38 -2.5713 7.8683 5.4559
H39 -3.9143 6.7630 5.8306
H40 -2.3069 6.4623 6.5129

Forces on the atoms, in the same order (eV/Å):
C -0.1 0.0 -0.3
C 0.2 0.0 0.4
O -0.4 0.1 -0.1
B -0.3 0.2 -0.5
O 0.2 -0.2 0.8
N 0.7 -0.4 0.0
C -0.3 0.7 0.0
B -0.1 -0.3 0.2
O 0.2 0.1 0.2
O -0.1 0.0 0.1
H 0.1 0.1 0.0
H 0.0 -0.1 0.2
H 0.0 0.0 0.0
H 0.0 0.0 -0.1
H 0.0 -0.1 0.0
H -0.1 0.1 -0.5
H 0.1 0.0 0.2
H 0.1 -0.2 0.0
H -0.2 0.0 -0.2
H 0.0 0.1 -0.2
C 0.0 0.0 0.1
O -0.1 0.0 0.1
C 0.2 0.0 0.0
O 0.0 0.0 0.0
O -0.1 0.0 0.0
C 0.3 -0.1 -0.2
H 0.0 0.0 0.0
H 0.0 0.0 0.0
H 0.0 0.0 -0.1
H -0.1 0.0 0.0
H -0.1 0.1 0.0
H -0.1 -0.1 0.2
C -0.1 0.0 -0.1
O 0.0 0.0 0.0
C 0.1 0.0 0.0
O -0.1 -0.1 0.0
O 0.0 0.0 0.0
C 0.1 0.0 0.1
H 0.1 0.0 0.0
H 0.0 0.1 0.0
H 0.0 0.0 0.1
H 0.0 0.0 0.0
H 0.0 0.0 0.0
H 0.0 0.0 0.0
C -0.1 0.1 0.0
O 0.0 0.0 0.0
C 0.1 0.0 0.0
O 0.0 0.0 0.0
O 0.0 0.0 0.0
C 0.1 0.0 0.0
H 0.1 0.0 0.0
H 0.0 -0.1 0.0
H 0.0 0.0 0.0
H -0.1 0.0 0.0
H 0.0 0.0 0.0
H 0.0 0.1 0.0
C -0.1 0.0 0.0
O 0.0 0.0 0.0
C 0.0 0.0 0.1
O 0.0 0.0 0.0
O 0.0 0.0 0.0
C 0.1 -0.1 0.0
H 0.0 0.0 0.0
H 0.0 0.0 0.0
H 0.0 0.0 0.0
H -0.1 0.0 -0.1
H 0.0 0.1 0.0
H 0.0 0.0 0.0
C 0.0 0.1 0.1
O 0.0 0.0 0.0
C 0.0 0.0 0.0
O 0.0 0.0 0.0
O 0.0 0.0 0.0
C 0.1 -0.1 0.0
H 0.0 0.0 0.0
H 0.0 0.0 0.0
H 0.0 0.0 -0.1
H -0.1 0.0 0.0
H 0.0 0.0 0.0
H 0.0 0.0 0.1

Results of the Löwdin charge analysis, in e, for atoms 1 through 5: number 1, C, carries -0.076; number 2, C, carries -0.274; number 3, O, carries 0.016; number 4, B, carries -0.829; number 5, O, carries 0.050


No. 6
The following is a quantum chemistry calculation of a 3-piece molecular cluster, C4H15N2O2 overall in a non-equilibrium geometry, from the Open Molecules 2025 dataset.

Its LUMO energy is -3.147 eV. For the max |F|, the calculation gives 4.36 eV/Å. The molar mass is 123.18 g mol⁻¹. The total charge is +1. The total energy is -11459.365 eV. As for the spin multiplicity: 1. The calculation puts the energy relative to the best compared isomer or geometry (same formula, charge and spin) at 182.6 kJ/mol.

Geometry (Å):
C1 -1.2555 1.9191 0.4124
C2 -2.1731 0.7559 0.5199
C3 -1.5415 -0.4815 -0.3138
N1 0.8543 -1.4983 -1.6200
C4 -0.0811 -0.8303 -2.3256
N2 -1.0120 -0.1283 -1.6586
H1 -1.2059 2.4167 -0.5696
H2 -1.4561 2.8855 1.0994
H3 -0.1944 1.6519 0.8064
H4 -3.1950 0.8794 0.0863
H5 -2.1874 0.6215 1.6683
H6 -2.3458 -1.2850 -0.5431
H7 -0.6625 -0.7792 0.3989
H8 1.6894 -1.8950 -2.0431
H9 0.8634 -1.6213 -0.6127
H10 0.1048 -0.7943 -3.4199
H11 -1.5858 0.4959 -2.3126
H12 2.3941 0.4316 2.5765
H13 3.8791 0.8295 2.4094
O1 3.0775 0.5805 1.9648
H14 2.2660 -2.0289 1.3741
H15 2.0245 -0.6272 1.2656
O2 1.7429 -1.4982 0.8369

Forces on the atoms, in the same order (eV/Å):
C 2.0 3.6 1.4
C -0.3 -1.1 -0.1
C -0.1 -0.2 2.0
N -1.1 0.1 -1.8
C 2.0 -0.1 2.5
N -0.7 0.6 -2.7
H 0.3 -0.6 0.1
H -0.2 -2.4 -1.2
H -1.6 0.2 -1.1
H 0.7 0.4 0.8
H -0.5 -0.9 -2.0
H 1.6 1.1 1.0
H -1.6 -0.2 -1.8
H -0.6 0.1 -0.4
H -0.1 0.3 0.3
H -0.6 0.4 0.9
H 0.8 -1.3 1.6
H -0.9 0.3 2.0
H 0.4 0.1 0.5
O 0.4 0.1 -1.9
H 1.4 -2.4 1.3
H -0.4 -1.1 -1.6
O -0.8 3.1 0.3

Results of the Löwdin charge analysis, in e, for atoms 1 through 5: number 1, C, carries -0.177; number 2, C, carries -0.249; number 3, C, carries -0.145; number 4, N, carries 0.169; number 5, C, carries -0.090